DFT (the ωB97M-V functional and the def2-TZVPD basis) results for C37H73Br20N3O6PS3 as an isolated structure at a distorted geometry.

Output
* total charge: +1
* highest occupied orbital energy: -10.51 eV
* DFT total energy: -55085.111670 Eh
* frontier orbital gap: 8.286 eV

```
143
Properties=species:S:1:pos:R:3:forces:R:3
C 4.751178 -2.825950 -0.343565 -0.1536 0.0641 -0.0004
C 3.592139 -3.030708 -1.329895 1.3237 0.4710 0.0164
C 3.439407 -1.769461 -2.194316 -0.6759 -0.3464 -0.0116
C 1.973199 -1.357545 -2.406507 0.7618 0.8693 0.9348
C 1.838626 0.186414 -2.534790 -0.7074 -1.0690 -0.2846
C 0.730544 0.770376 -1.637753 1.0454 0.3876 -0.9914
C 0.942955 2.206848 -1.078296 -2.0603 -2.3422 1.4928
C 0.761239 2.102354 0.451577 0.2815 1.3712 1.3942
C -0.601911 1.653906 0.963188 0.0735 0.6614 -1.1533
S -1.465422 3.098203 1.602703 -0.1521 -0.7468 0.9820
O -0.868308 3.411478 2.848490 1.5853 0.7413 0.9266
O -2.846829 2.814818 1.684810 -1.6545 -0.2952 -1.1095
C 2.093212 1.545807 1.037059 1.7024 0.2171 -2.7417
C 2.381856 0.034818 1.079387 -0.6484 -0.3347 1.1461
C 1.657775 -0.732113 2.202005 -0.5977 0.2839 -0.4808
S 1.009348 -2.384229 1.783511 0.3240 -0.8624 0.4097
C -0.294531 -2.348667 0.617401 -0.4117 1.2214 -0.1340
N -0.499278 -3.160258 -0.339103 2.5212 -2.2606 -0.2818
N -1.605456 -2.817477 -0.990689 -1.2147 -0.5244 -1.3937
C -2.074313 -1.775298 -0.414404 -0.7338 -0.7617 -1.6140
O -1.306704 -1.452254 0.599723 0.0186 2.6903 2.5117
P 2.703086 2.231567 2.658929 -1.3593 -1.0561 2.4123
C 4.550745 2.111230 2.658445 -0.5327 0.5619 -1.5056
O 2.389012 3.860450 2.560481 0.4831 -0.5530 -1.0387
C 3.072935 2.047606 -0.104468 1.0259 1.2326 1.5336
N 2.271426 2.823174 -1.099354 0.1825 0.2747 -0.5704
C 2.916606 3.246656 -2.372407 0.0323 -0.6517 -0.0482
S 1.725308 3.727980 -3.642762 0.5902 0.8997 0.3040
O 1.106996 4.905184 -3.149368 -1.2884 0.3669 1.1231
O 2.453589 3.896948 -4.834188 0.8814 -0.8918 -1.4158
H 5.709917 -2.969036 -0.824620 0.2796 -0.0979 -0.1134
H 4.683273 -3.484839 0.509192 0.0433 -0.3886 0.1960
H 4.763831 -1.816755 0.059552 -0.1262 0.2428 0.1322
H 3.896399 -3.850538 -1.966138 -0.4448 -0.4957 -0.0813
H 2.705583 -3.276885 -0.763314 -0.4390 -0.0521 -0.1504
H 3.983244 -0.977808 -1.683115 -0.0191 0.3431 0.0284
H 3.911428 -1.887052 -3.163226 0.2876 -0.0796 -0.1758
H 1.458399 -1.630195 -1.491173 -0.4197 -0.4032 -0.0617
H 1.544045 -1.874641 -3.248088 -0.3643 -0.2026 -0.1449
H 2.824613 0.576742 -2.342102 0.1987 0.4379 -0.0132
H 1.538144 0.358982 -3.559552 0.3309 0.4885 -0.4717
H -0.162503 0.813759 -2.239379 -0.2940 -0.0102 -0.1720
H 0.494217 0.068744 -0.851931 0.1027 0.0077 0.4502
H 0.123438 2.800605 -1.463134 0.4074 0.9096 -0.2577
H 0.801011 3.152617 0.787508 0.2094 0.1325 -0.0083
H -0.582819 0.943350 1.770883 -0.0974 -0.1563 0.3052
H -1.204832 1.273706 0.149199 -0.2743 -0.3186 -0.0883
H -1.195442 4.119618 0.733970 -0.0205 -0.4177 -0.1880
H 2.231928 -0.488691 0.147507 -0.0893 0.2163 -0.4447
H 3.442254 -0.057825 1.297831 0.2631 -0.1239 -0.1372
H 2.393000 -0.952412 2.975987 -0.7181 -0.0197 -0.1701
H 0.878940 -0.169084 2.695678 -0.1532 0.2585 0.0105
H -2.992007 -1.270105 -0.772904 1.3161 -0.1848 0.8777
H 4.949793 2.212949 3.653635 -0.1101 0.0711 0.3892
H 4.926125 2.908118 2.014607 0.4005 0.1691 0.0910
H 4.914752 1.183465 2.232260 -0.0324 -0.3308 0.0650
H 3.062390 4.294197 3.087173 0.0782 0.5563 0.1988
H 3.716039 2.828090 0.300320 0.2637 0.0181 0.0786
H 3.780765 1.319556 -0.470740 -0.4277 -0.4423 -0.7844
H 2.171382 3.708624 -0.603655 -0.5665 0.2328 0.0412
H 3.485828 4.144774 -2.154650 -0.0317 0.3920 -0.1749
H 3.634387 2.529416 -2.736825 -0.0958 -0.5032 -0.1764
H 0.818709 2.711917 -3.734726 0.2581 -0.0160 0.0891
Br 3.912425 -2.350711 3.721717 0.6664 -0.4737 0.3446
C 4.826767 -4.072741 3.832030 -0.0082 -0.0035 -0.2050
C 3.868160 -5.171066 4.201170 -0.0562 -0.0616 0.3067
Br 3.421221 -5.125102 6.091045 -0.0212 -0.0305 -0.0619
H 5.636324 -3.955069 4.543214 -0.0304 -0.0073 0.0851
H 5.240569 -4.241744 2.842123 -0.0123 0.0099 -0.0813
H 4.326462 -6.143368 4.038930 0.0672 0.0166 -0.0531
H 2.930656 -5.119097 3.655406 0.0515 0.0474 -0.0700
Br -7.255741 -2.183915 2.090007 0.3839 0.0441 -0.2873
C -7.365691 -1.304736 0.349895 -0.1285 -0.1196 0.1462
C -6.156097 -1.385777 -0.552333 -0.0941 -0.0543 0.4374
Br -4.728917 -0.141948 -0.064548 -1.1817 0.5151 0.5444
H -7.641866 -0.278290 0.564011 -0.0160 0.0556 -0.0857
H -8.198445 -1.813996 -0.128544 0.0056 0.0801 -0.1478
H -6.442271 -1.076761 -1.547298 -0.0679 -0.0078 -0.0520
H -5.707165 -2.373700 -0.594032 -0.0281 -0.0349 0.0629
Br -5.768991 -0.977245 -4.018290 0.0282 0.1437 -0.0429
C -5.143986 0.847380 -4.283086 -0.1117 -0.1603 0.0067
C -3.662013 0.903330 -4.534498 0.1463 0.1886 0.1266
Br -2.645713 0.689878 -2.856709 -0.1361 0.0426 -0.6207
H -5.433530 1.418113 -3.407050 -0.0170 0.0117 0.0296
H -5.700863 1.203915 -5.146055 0.1196 0.0871 -0.0668
H -3.373796 1.883253 -4.906722 -0.0431 0.0323 0.0156
H -3.313369 0.139944 -5.224573 0.0338 -0.0951 0.0763
Br 0.338068 -4.771486 -6.661986 -0.0939 0.0458 0.0083
C 0.221650 -3.116826 -7.675775 0.1630 -0.3009 0.0016
C 0.743584 -1.952083 -6.882089 -0.1871 0.2728 -0.0594
Br -0.547697 -1.390855 -5.532521 0.2691 0.1191 0.2174
H -0.816175 -2.996823 -7.969042 -0.0318 0.0786 0.0349
H 0.831899 -3.277300 -8.560833 0.0405 0.0570 -0.0161
H 0.885964 -1.084932 -7.522215 -0.0313 0.0005 -0.0521
H 1.670436 -2.171819 -6.363308 0.0016 -0.0897 0.0086
Br -3.742657 -2.740480 -6.465066 0.0133 -0.0288 -0.1012
C -5.096819 -1.945372 -7.610302 0.0524 -0.3633 0.1134
C -4.553271 -1.668894 -8.983531 -0.0901 0.2952 -0.0903
Br -3.410042 -0.090680 -8.982859 0.0792 -0.0644 0.0284
H -5.452575 -1.053571 -7.105782 -0.0186 0.0502 -0.0337
H -5.900815 -2.675696 -7.655763 -0.0307 0.0016 -0.0663
H -5.359292 -1.439704 -9.675857 -0.0355 0.0144 0.0103
H -3.962301 -2.487006 -9.378256 0.0206 -0.0536 0.0380
Br 6.970390 3.495664 -2.550911 -0.1794 -0.0896 0.0072
C 6.784049 5.290464 -3.283839 0.1792 -0.1709 -0.0558
C 7.074655 6.332742 -2.242897 -0.2144 0.1892 0.0302
Br 5.579669 6.517458 -1.003639 0.0023 -0.0725 0.0434
H 5.780342 5.366737 -3.687059 -0.0278 0.0509 -0.0162
H 7.502197 5.343006 -4.097775 0.0479 0.0299 0.0147
H 7.189859 7.310759 -2.702530 -0.0315 0.0117 -0.0391
H 7.953281 6.108541 -1.649266 0.0194 -0.0579 0.0149
Br -0.184547 -4.124596 10.311251 0.0548 -0.0416 0.1022
C 1.635205 -3.552142 10.690254 -0.2742 0.1274 -0.1154
C 2.576072 -3.938947 9.582164 0.2525 -0.1459 0.1149
Br 3.015593 -5.834711 9.645728 -0.0624 0.0366 -0.0472
H 1.909132 -3.982019 11.646829 0.0638 -0.0474 0.0041
H 1.580756 -2.470242 10.782696 0.0479 0.0266 -0.0292
H 3.527143 -3.423056 9.691209 -0.0033 0.0390 0.0373
H 2.171045 -3.741691 8.595382 -0.0899 0.0284 -0.0016
Br -1.499660 -4.406661 6.993784 -0.0299 -0.0477 -0.1002
C -2.635639 -4.379600 5.409230 0.2396 -0.0971 0.2810
C -3.944594 -3.691463 5.683023 1.1977 -1.4304 0.0285
Br -5.155943 -4.818154 6.690999 0.1737 -0.4897 0.2642
H -2.753394 -5.409775 5.089171 -0.0543 -0.0037 -0.0093
H -2.072897 -3.831594 4.662505 0.0462 0.1103 -0.1196
H -4.457028 -3.495453 4.761603 0.1924 -0.1031 -0.4327
H -3.821771 -2.788826 6.249213 0.3365 0.1385 0.1225
Br -6.024621 -2.063689 5.663683 -2.1459 2.0098 -0.2056
C -6.773780 -0.329131 5.158036 0.2731 -0.0954 0.2218
C -7.441875 0.349450 6.324087 -0.2548 0.0590 -0.0874
Br -9.178843 -0.439147 6.705238 0.0511 -0.0263 0.0507
H -7.447539 -0.506315 4.329217 -0.0809 0.0320 0.0120
H -5.924289 0.256688 4.812414 -0.0134 0.0498 0.0146
H -7.646602 1.392224 6.093881 0.0318 0.0144 -0.0424
H -6.861677 0.290858 7.238188 0.0531 -0.0390 0.0037
Br -2.993037 5.102650 -1.282864 -0.0229 -0.0780 0.0571
C -2.314687 6.925681 -1.235081 0.0708 -0.1531 -0.1488
C -0.816544 6.942878 -1.404585 -0.0192 0.2040 0.0319
Br 0.102249 6.393591 0.227895 0.1047 -0.1387 -0.0768
H -2.649688 7.362711 -0.301061 0.0481 0.0067 0.0513
H -2.794847 7.438929 -2.064108 0.0434 0.0079 -0.0454
H -0.466080 7.952472 -1.603223 -0.0143 0.0432 0.0484
H -0.470869 6.281535 -2.191271 -0.0398 0.0010 0.0159
```
Positions in Å, forces in eV/Å.